1:
13
Properties=species:S:1:pos:R:3 method="wB97M-V/def2-TZVPD" spin_multiplicity=1 lumo_energy_ev=0.6 smiles="C/C(S)=N/C=C/Br"
C -0.414 0.167 -1.703
C -0.335 0.283 -0.220
S -1.699 1.173 0.518
N 0.628 -0.232 0.393
C 1.046 -0.131 1.687
C 1.391 -1.203 2.400
Br 2.163 -1.056 4.107
H -1.435 -0.038 -2.011
H 0.251 -0.626 -2.036
H -0.101 1.105 -2.160
H -1.315 0.971 1.781
H 1.215 0.871 2.075
H 1.223 -2.215 2.073

---

2:
13
Properties=species:S:1:pos:R:3 method="wB97M-V/def2-TZVPD" spin_multiplicity=1 lumo_energy_ev=0.7
C 0.247 -0.249 -1.715
C 1.327 -0.571 1.597
C -0.953 0.725 0.793
C -0.994 -0.101 -2.085
N 1.155 0.023 -0.980
S 0.674 0.863 0.624
Br -1.362 1.237 -3.377
H 2.355 -0.479 1.336
H 0.954 -1.530 1.353
H 1.245 -0.389 2.607
H -1.233 -0.201 1.089
H -1.637 1.621 0.947
H -1.779 -0.950 -2.190

---

It turns out 1 is the most stable, with the second structure 334.2 kJ/mol higher.

---

1:
15
Properties=species:S:1:pos:R:3 method="wB97M-V/def2-TZVPD" spin_multiplicity=1 lumo_energy_ev="0.1 / -0.3"
C -0.836 1.284 -0.329
C -0.753 0.100 0.384
C -1.218 -1.190 -0.269
C 1.215 -0.289 0.659
C 1.779 0.633 -0.347
N 2.956 0.366 -0.322
H -0.836 2.247 0.175
H -1.118 1.287 -1.380
H 1.017 1.357 -0.839
H -0.922 0.169 1.460
H -0.796 -1.282 -1.277
H -2.310 -1.213 -0.364
H -0.918 -2.072 0.304
H 1.296 -1.355 0.452
H 1.444 -0.040 1.693

---

2:
15
Properties=species:S:1:pos:R:3 method="wB97M-V/def2-TZVPD" spin_multiplicity=1 lumo_energy_ev=1.0 smiles=C#CC(C)(C)N
C -2.371 -0.041 -0.069
C -1.178 0.024 -0.034
C 0.319 0.078 -0.044
C 0.754 -0.414 1.369
C 0.879 -1.002 -0.987
N 0.873 1.435 -0.292
H -3.409 -0.207 0.051
H 0.260 -1.382 1.612
H 0.500 0.413 2.119
H 1.832 -0.522 1.453
H 0.816 -0.757 -2.053
H 0.344 -1.932 -0.771
H 1.961 -1.364 -0.799
H 0.730 1.746 -1.294
H 0.438 2.088 0.318

---

It turns out 2 is the most stable, with the second structure 261.0 kJ/mol higher.

---

1:
9
Properties=species:S:1:pos:R:3 method="wB97M-V/def2-TZVPD" spin_multiplicity=1 lumo_energy_ev=0.3 smiles="OC(=S)S.S"
O 0.448 -0.982 -0.351
C 0.998 0.225 -0.194
S 0.107 1.581 -0.225
S 2.755 0.143 0.041
H 1.106 -1.692 -0.309
H 2.932 1.467 0.151
S -2.501 0.163 -0.066
H -2.367 -1.158 0.109
H -3.479 0.253 0.844

---

2:
9
Properties=species:S:1:pos:R:3 method="wB97M-V/def2-TZVPD" spin_multiplicity=1 lumo_energy_ev=-0.2 smiles="CS[S@@H](=O)=S"
C -0.910 -0.680 0.934
S -0.817 -0.736 -0.840
S 0.808 0.658 -0.947
O 0.357 2.031 -0.911
S 2.211 0.109 0.143
H -0.039 -1.139 1.515
H -1.803 -1.129 1.082
H -0.957 0.438 1.324
H 1.150 0.448 -2.302

---

It turns out 1 is the most stable, with the second structure 90.8 kJ/mol higher.